C21H34AsN4SSiTi | ωB97M-V/def2-TZVPD

Structure (XYZ):
```
63
Properties=species:S:1:pos:R:3:forces:R:3
Ti 0.350381 -0.316155 -1.389747 0.5 -0.8 -0.1
C -0.867694 4.008893 -1.493908 0.0 0.0 0.0
C -0.687565 2.544042 -1.286463 -0.2 0.0 0.0
N 0.437643 1.918371 -1.355503 0.1 0.2 0.0
N 1.590936 2.618555 -1.589997 -0.1 -0.3 0.1
C 2.741826 1.918469 -1.647768 0.1 0.1 -0.1
N 3.864992 2.571803 -1.832074 0.1 -0.1 0.0
S 2.748650 0.205257 -1.497514 -0.4 0.0 -0.1
C -1.832854 1.662594 -0.930378 0.3 0.1 0.0
C -3.080719 2.152591 -0.632667 -0.3 0.0 0.0
C -4.091674 1.258880 -0.269927 0.0 0.2 0.0
C -3.815147 -0.091860 -0.223605 0.0 -0.2 0.0
C -2.533876 -0.518888 -0.530493 0.1 0.1 -0.1
N -1.555953 0.333129 -0.870688 -0.5 0.2 0.0
H -0.178641 4.405574 -2.239982 0.0 0.0 0.0
H -0.718326 4.549921 -0.553277 0.0 0.0 0.0
H -1.870218 4.230324 -1.850769 0.0 0.0 0.0
H 1.572094 3.628686 -1.624549 0.0 0.1 0.0
H 3.912604 3.575749 -1.945378 0.0 0.0 0.0
H 4.735244 2.062441 -1.906698 0.0 0.0 0.0
H -3.285236 3.212626 -0.673160 0.0 0.0 0.0
H -5.081684 1.627718 -0.032373 0.0 0.0 0.0
H -4.571509 -0.816351 0.046613 0.0 0.0 0.0
H -2.277189 -1.570285 -0.503510 0.0 0.0 0.0
C 0.081968 -4.196346 -3.754975 -0.2 -0.3 0.1
Si 0.295097 -2.444600 -3.292891 0.2 0.4 0.1
C -1.233448 -1.370426 -3.548713 -0.2 0.2 0.1
C 1.645628 -1.578390 -4.224958 0.1 0.1 -0.2
C 0.671200 -2.276412 -1.365932 0.3 0.5 0.2
H -0.091242 -4.231814 -4.834402 0.0 -0.1 0.0
H -0.762985 -4.665455 -3.248537 0.0 0.0 0.0
H 0.985125 -4.766138 -3.529101 0.0 0.0 0.0
H -1.497476 -1.419286 -4.610785 0.1 0.0 0.0
H -1.087893 -0.282770 -3.399872 0.0 0.0 0.0
H -2.114596 -1.668650 -2.979409 0.0 0.0 -0.1
H 1.541708 -1.857967 -5.279833 0.0 0.0 0.0
H 2.651719 -1.856110 -3.907702 0.0 0.0 0.0
H 1.573401 -0.487025 -4.208720 0.0 0.0 0.0
H 1.673733 -2.661320 -1.161113 0.0 -0.1 0.0
H -0.053568 -2.877084 -0.800838 -0.1 0.0 0.0
C 1.717785 1.230105 1.829631 0.0 0.1 0.0
As 0.762277 -0.313790 1.198016 0.0 -0.2 -0.2
C 1.850659 -1.792513 1.761509 0.0 0.0 0.1
C -0.872080 -0.360511 2.269371 0.0 0.0 0.0
C -0.548348 -0.315043 3.733796 -0.1 0.0 0.0
C -0.519479 0.905883 4.402723 0.1 0.0 0.1
C -0.209521 0.954389 5.754501 0.0 0.0 0.0
C 0.069822 -0.218207 6.442958 0.0 0.0 0.0
C 0.031534 -1.440106 5.784147 0.0 0.0 0.0
C -0.277782 -1.488534 4.432581 0.0 -0.1 0.1
H 1.761159 1.135444 2.914049 0.1 0.1 0.0
H 1.199075 2.152657 1.575163 0.0 0.0 0.0
H 2.721632 1.223745 1.413244 0.0 0.0 0.0
H 2.046135 -1.665804 2.824820 0.0 -0.1 0.0
H 2.786535 -1.775606 1.206786 0.0 0.0 0.0
H 1.332822 -2.731962 1.586579 0.0 0.0 0.0
H -1.404793 -1.270955 1.992952 0.0 0.0 0.0
H -1.464118 0.499518 1.951545 0.0 0.0 0.1
H -0.760032 1.823419 3.874732 0.0 0.0 0.0
H -0.200936 1.903586 6.273838 0.0 0.0 0.0
H 0.300278 -0.182237 7.499350 0.0 0.0 0.0
H 0.227221 -2.355622 6.326481 0.0 0.0 0.0
H -0.334271 -2.450134 3.932841 0.0 0.0 0.0
```
Positions in Å, forces in eV/Å.

Multiplicity ... 1
Total charge ... +3
Calculated total energy ... -4811.6510 Eh
Energy relative to the best compared isomer or geometry (same formula, charge and spin) ... 0.0 kcal per mole
HOMO ... -16.076 eV


C50H47BrCl3F4N5O4STi | ωB97M-V/def2-TZVPD

Structure (XYZ):
```
116
Properties=species:S:1:pos:R:3:forces:R:3
Ti -1.196456 -0.046655 -1.013824 -0.3 -0.6 0.1
C 3.789118 -3.165781 -2.579430 0.0 0.1 0.8
C 3.516943 -4.032579 -1.355542 0.0 -0.6 1.4
N 2.109810 -4.046469 -0.859098 0.0 -0.2 0.3
C 1.814007 -5.219120 0.012709 0.5 0.5 0.1
C 0.550385 -5.999203 -0.349211 -0.1 -1.6 1.2
C 1.748511 -2.755343 -0.235417 0.4 -0.2 -1.2
C 0.267467 -2.588924 0.130392 -0.1 0.3 0.1
N -0.674667 -2.082661 -0.907223 0.5 -0.1 -0.1
C -1.093461 -3.134813 -1.776032 0.3 0.7 0.8
C -0.580919 -3.309126 -3.060442 0.1 -1.3 -0.9
F 0.368414 -2.534900 -3.577226 0.1 0.5 0.2
C -0.960136 -4.399228 -3.875684 -0.2 1.2 1.1
F -0.501663 -4.513847 -5.119364 0.5 0.1 -0.4
C -1.848832 -5.323374 -3.414968 -0.8 -1.3 -0.5
C -2.396727 -5.164338 -2.159403 0.9 0.6 0.3
F -3.144719 -6.138227 -1.652482 -0.7 -0.4 0.2
C -2.028748 -4.096135 -1.360568 -0.5 -0.2 1.1
F -2.527908 -4.076049 -0.056704 0.6 0.2 -1.7
H 3.535100 -2.131200 -2.375538 -0.1 0.3 -0.2
H 3.184857 -3.554069 -3.398350 0.1 0.2 -0.1
H 4.863026 -3.193572 -2.820062 -0.4 -0.1 0.0
H 4.248021 -3.869344 -0.468901 -0.8 0.2 -1.2
H 3.719277 -5.043317 -1.690454 0.0 -0.4 0.1
H 1.773748 -4.941780 1.099640 0.0 0.1 -0.7
H 2.678793 -5.899914 -0.065493 -0.3 0.1 0.0
H -0.417553 -5.621223 -0.027286 0.2 0.6 0.2
H 0.594920 -7.011931 0.178076 0.1 1.0 -0.8
H 0.445970 -6.157707 -1.405838 0.2 -0.2 -0.6
H 1.962145 -2.029954 -1.017727 0.1 0.4 0.3
H 2.432019 -2.553393 0.620893 -0.4 0.0 -0.1
H 0.235796 -1.918703 0.993404 0.0 -0.1 -0.3
H -0.081754 -3.543945 0.487555 -0.3 -0.4 0.3
H -2.117267 -6.210077 -4.021895 0.2 0.7 0.4
Br -3.062978 -1.024729 -3.231964 0.0 0.2 0.2
C -4.360682 -1.675730 -2.028472 -0.7 -1.0 -1.4
C -5.278760 -2.567602 -2.502150 -1.4 -0.8 1.4
C -6.327914 -3.051562 -1.627863 0.8 -0.2 -0.7
C -6.443868 -2.528447 -0.358604 0.1 -0.4 -1.4
C -5.528387 -1.598126 0.108346 0.9 1.5 -0.2
C -5.757373 -0.913749 1.344941 2.2 0.6 -1.3
C -4.800305 0.037493 1.671042 -1.3 -1.6 -0.3
C -3.626646 0.232258 0.947758 0.4 -0.7 -0.3
C -3.293531 -0.468994 -0.193646 0.1 1.2 -0.2
C -4.381932 -1.207739 -0.731846 -0.3 -0.5 2.1
H -5.254194 -2.984723 -3.483925 0.2 0.0 -0.6
H -6.959343 -3.886975 -2.006484 0.3 0.9 0.4
H -7.251178 -2.746023 0.292222 -0.8 -0.5 0.4
H -6.603195 -1.113631 1.969202 -0.3 -0.2 0.2
H -4.910426 0.502083 2.597912 -0.2 1.1 1.4
H -2.904570 0.873086 1.394954 0.4 0.6 0.2
C -1.190034 3.254682 -2.678436 -0.6 -0.3 -1.1
C -1.918881 3.033079 -1.361006 0.6 0.0 0.4
C -1.271970 3.960573 -0.239181 -1.2 -1.9 0.5
C -3.422615 3.192444 -1.506159 0.2 -0.9 0.1
O -1.691126 1.674107 -1.007225 0.2 0.5 0.0
H -1.023132 4.299769 -2.954186 -0.4 0.0 0.1
H -1.665726 2.693169 -3.535844 0.3 0.7 0.9
H -0.219660 2.821660 -2.589109 0.9 -0.3 0.1
H -1.219218 5.011281 -0.453822 0.0 0.5 -0.6
H -0.269195 3.562116 -0.025771 -0.2 0.2 -0.1
H -1.902418 3.872951 0.686296 0.6 -0.1 -0.6
H -3.596006 4.194778 -1.763284 -0.5 1.6 -0.6
H -3.941652 3.029462 -0.554105 0.1 -0.4 -0.3
H -3.793148 2.535424 -2.328690 0.2 0.4 0.8
O 2.942052 0.906689 0.028074 0.1 0.3 0.2
C 2.354045 0.841247 -1.078385 1.6 -0.3 -0.1
N 1.069347 0.477342 -1.246704 -2.4 -0.4 -0.1
C 0.760609 0.370605 -2.561081 0.5 0.0 -0.2
O -0.495100 0.046613 -2.874750 1.3 0.5 0.6
C 1.943111 0.643340 -3.337606 -1.5 0.0 0.2
C 2.184541 0.609082 -4.701873 1.1 -0.2 -0.9
C 3.472687 0.870381 -5.108217 1.0 0.3 -1.0
C 4.520850 1.242104 -4.182552 -0.8 -0.5 -2.4
C 4.250915 1.261810 -2.865952 -0.1 0.1 1.4
C 2.960895 0.977935 -2.417017 -0.6 -0.2 0.4
H 1.489863 0.310566 -5.478149 -0.4 0.0 0.4
H 3.704566 0.761775 -6.205389 -0.1 0.3 1.3
H 5.504451 1.485013 -4.566908 0.0 -0.1 0.0
H 5.051171 1.474185 -2.180761 0.1 0.1 0.4
Cl 3.254541 6.470294 -1.127542 -0.1 0.2 -0.2
C 2.832060 5.422449 0.177329 -0.1 -0.3 0.5
C 3.580497 4.280256 0.384769 0.5 0.4 -1.4
C 3.284698 3.455936 1.425364 -1.2 -0.7 1.3
C 2.225186 3.718669 2.308880 0.1 0.2 -0.1
C 1.931764 2.770563 3.474998 0.0 0.9 0.7
C 2.092227 1.269217 3.259792 0.9 0.0 0.3
N 0.862314 0.758043 2.739098 0.1 -0.5 -1.1
C -0.001459 -0.142542 3.281424 -0.5 -0.6 1.2
C -0.932307 -0.406959 2.317590 -0.8 -0.7 0.5
N -0.624678 0.276842 1.158825 0.6 -0.1 0.9
C 0.461032 0.959080 1.487929 0.1 0.9 -1.5
O 2.830614 3.160939 4.525618 0.0 0.5 -0.5
C 2.489845 2.751029 5.821586 -0.6 0.0 0.3
C 1.098217 3.152867 6.265240 0.7 0.0 -0.4
C 0.715237 4.387093 6.645579 0.9 1.6 0.8
Cl 1.770099 5.716577 7.043500 -0.2 -0.3 -0.3
S -0.955121 4.598212 6.887111 0.0 -0.2 0.0
C -1.209936 2.964942 6.431568 -0.5 0.5 0.5
C -0.044536 2.348505 6.173326 -0.3 -1.3 -1.1
C 1.529506 4.922354 2.109258 0.2 -0.6 0.4
Cl 0.380456 5.485305 3.295091 -0.2 -0.1 -0.1
C 1.795413 5.745636 1.033134 0.6 0.1 -0.3
H 4.327045 4.055243 -0.372850 0.1 -0.2 0.4
H 3.767047 2.516090 1.594454 0.6 -0.2 -0.4
H 0.887090 2.944423 3.818366 0.5 -0.1 -0.3
H 2.257708 0.785292 4.236018 -0.2 0.3 -0.3
H 2.993685 0.997807 2.655910 -1.0 0.2 0.1
H 0.135500 -0.463157 4.327207 -0.3 0.0 -0.9
H -1.835813 -1.028117 2.407219 0.8 0.3 -0.2
H 1.018013 1.616749 0.835705 -0.2 -0.3 0.0
H 3.200492 3.221610 6.457190 0.7 0.6 0.5
H 2.677086 1.689552 5.953272 -0.4 -0.4 0.1
H -2.207734 2.582279 6.435075 -0.2 -0.3 -0.2
H 0.008767 1.364886 5.728850 -0.1 -0.2 0.3
H 1.293936 6.667824 0.851987 -0.5 0.4 0.2
```
Positions in Å, forces in eV/Å.

Multiplicity ... 2
Total charge ... -1
Calculated total energy ... -8110.0501 Eh
Energy relative to the best compared isomer or geometry (same formula, charge and spin) ... 21.0 kcal per mole
HOMO (spin up / spin down) ... -2.767 / -5.229 eV


C8H9NO3 | ωB97M-V/def2-TZVPD

Structure (XYZ):
```
21
Properties=species:S:1:pos:R:3:forces:R:3
C -0.728169 -2.060457 0.091990 -0.8 -2.0 -1.2
C 0.538702 -1.677214 0.077786 -1.4 1.0 0.3
C 0.941535 -0.301083 0.497527 1.3 -0.3 -4.0
C 0.129128 0.188970 1.557671 0.7 -0.4 2.4
C -0.849952 1.049995 1.408908 -0.2 0.3 0.4
C -1.017343 1.902626 0.260240 0.8 -1.9 -0.3
C -0.268423 1.842259 -0.855358 -0.4 0.5 0.1
C 0.795789 0.882609 -1.246504 0.0 -1.8 0.8
O 1.946080 1.544254 -1.684355 -0.5 -1.8 -0.7
N 2.413927 -0.265096 0.699971 1.1 0.9 -1.2
O 3.155426 -0.672767 -0.220163 -1.4 0.0 1.4
O 2.825987 0.359275 1.654167 0.0 -0.3 0.3
H -1.071323 -3.091114 -0.246995 0.9 1.3 0.5
H -1.555293 -1.421034 0.303341 -0.3 0.6 0.4
H 1.275100 -2.372874 -0.170298 1.3 -0.8 -0.5
H 0.369586 -0.268022 2.533845 -0.3 0.4 -0.4
H -1.502454 1.328076 2.228224 0.2 -0.4 0.3
H -1.833559 2.500962 0.554856 -0.6 1.7 -1.2
H -0.369603 2.625568 -1.577132 -0.2 0.5 -0.5
H 0.493638 0.035617 -1.985311 0.3 1.4 1.6
H 2.363396 0.979092 -2.405493 -0.6 1.0 1.6
```
Positions in Å, forces in eV/Å.

Multiplicity ... 1
Calculated total energy ... -590.4830 Eh
Energy relative to the best compared isomer or geometry (same formula, charge and spin) ... 160.5 kcal per mole
HOMO ... -8.941 eV